1.
A 9-piece molecular cluster, C24H58FNO10S overall, computed with the ωB97M-V functional and the def2-TZVPD basis.

Each line ends with the Löwdin charge.
Atoms and positions in Å:
1 C -4.08029 2.77113 -0.63311  -0.0304
2 C -4.05179 1.26845 -0.76934  -0.2443
3 C -4.45616 0.69335 -1.96683  -0.0647
4 C -4.46607 -0.67797 -2.14660  -0.0789
5 C -4.08489 -1.50932 -1.10178  -0.0679
6 C -3.66986 -0.94829 0.08846  -0.0232
7 C -3.63083 0.42657 0.26711  -0.1829
8 C -3.09126 0.94328 1.58100  -0.1446
9 N -2.00639 1.92695 1.33550  -0.1106
10 S -0.82622 1.95588 2.42533  0.5581
11 O -0.39987 0.66473 2.86245  -0.2659
12 O 0.16795 2.89313 2.02495  -0.2544
13 F -1.61864 2.57959 3.61899  -0.1273
14 H -3.10250 3.20518 -0.85423  0.0532
15 H -4.83344 3.22696 -1.27565  0.0851
16 H -4.29652 3.05576 0.40115  0.0827
17 H -4.77340 1.34776 -2.77497  0.1137
18 H -4.77202 -1.10895 -3.09265  0.0975
19 H -4.10113 -2.58579 -1.21521  0.0875
20 H -3.33438 -1.57792 0.90575  0.0937
21 H -2.67050 0.08537 2.11187  0.0830
22 H -3.87740 1.35744 2.21700  0.1328
23 H -1.57508 1.71481 0.42416  0.0804
24 C 4.34797 2.18700 3.73344  -0.0932
25 C 4.26840 2.35328 2.22808  -0.3152
26 O 3.39880 1.39580 1.63915  -0.0833
27 H 4.68218 1.17868 3.98059  0.0549
28 H 5.04130 2.90555 4.17470  0.0745
29 H 3.36505 2.33231 4.18727  0.0719
30 H 5.24476 2.19505 1.76877  0.0998
31 H 3.93593 3.36681 1.97781  0.1115
32 H 2.52370 1.52346 2.02288  0.0560
33 C 2.93460 -0.98609 5.16539  -0.0933
34 C 3.95380 -1.41372 6.20339  -0.3231
35 O 4.17634 -2.82081 6.19823  -0.0824
36 H 1.98563 -1.49778 5.32961  0.0720
37 H 2.76320 0.08933 5.20669  0.0605
38 H 3.27703 -1.23666 4.15823  0.0763
39 H 3.60599 -1.17328 7.20716  0.1116
40 H 4.90286 -0.88888 6.04257  0.1035
41 H 4.49963 -3.06642 5.32596  0.0781
42 C -2.73254 -4.39605 -4.81032  -0.0966
43 C -3.32982 -4.88935 -3.50765  -0.3082
44 O -4.37513 -4.04013 -3.03504  -0.0979
45 H -2.34550 -3.38316 -4.69132  0.0768
46 H -1.91923 -5.03632 -5.14715  0.0694
47 H -3.49184 -4.37214 -5.59720  0.0714
48 H -2.57776 -4.89679 -2.71952  0.1129
49 H -3.70861 -5.91044 -3.62224  0.1083
50 H -5.06871 -4.02325 -3.70176  0.0837
51 C -2.19561 -1.53895 5.22741  -0.0831
52 C -2.55922 -2.66731 4.28147  -0.3024
53 O -2.63449 -2.22152 2.92794  -0.1060
54 H -2.92638 -0.73254 5.15343  0.0767
55 H -2.16540 -1.88918 6.26007  0.0745
56 H -1.21618 -1.12495 4.97659  0.0614
57 H -3.54396 -3.06883 4.51636  0.1122
58 H -1.83484 -3.48412 4.36183  0.1100
59 H -1.76620 -1.87407 2.69040  0.0742
60 C 7.92867 0.94481 3.44014  -0.0961
61 C 8.67811 2.00605 2.65744  -0.3252
62 O 9.53474 1.44621 1.66784  -0.0806
63 H 8.62842 0.25959 3.91940  0.0762
64 H 7.29902 1.39830 4.20682  0.0626
65 H 7.28861 0.35604 2.77761  0.0729
66 H 9.32480 2.58379 3.31634  0.1118
67 H 7.97224 2.70014 2.18674  0.1025
68 H 8.99200 0.93934 1.05605  0.0788
69 C -2.43025 -3.91209 -9.09630  -0.0913
70 C -1.50226 -3.17692 -8.14784  -0.3241
71 O -0.73335 -4.06789 -7.34608  -0.0925
72 H -3.10175 -4.56613 -8.53893  0.0701
73 H -3.02856 -3.21150 -9.68019  0.0741
74 H -1.86025 -4.53349 -9.79092  0.0725
75 H -2.07408 -2.56917 -7.44727  0.1053
76 H -0.83739 -2.50991 -8.70681  0.1080
77 H -0.19957 -4.61300 -7.93255  0.0822
78 C 0.03807 5.87853 -0.95639  -0.0846
79 C -0.56880 4.64544 -1.59480  -0.3122
80 O -1.96074 4.80799 -1.87111  -0.0945
81 H -0.48396 6.11896 -0.03015  0.0781
82 H 1.09292 5.71908 -0.73023  0.0757
83 H -0.04294 6.74076 -1.62347  0.0718
84 H -0.49734 3.79370 -0.91888  0.0953
85 H -0.03652 4.39094 -2.51805  0.1072
86 H -2.06278 5.54651 -2.47949  0.0843
87 C 0.51479 0.67914 -2.96950  -0.0771
88 C -0.06594 0.11933 -1.68624  -0.2750
89 O -1.16745 0.89645 -1.21643  -0.1027
90 H 0.84474 1.70777 -2.81944  0.0682
91 H 1.36531 0.08399 -3.30332  0.0768
92 H -0.23570 0.67925 -3.76373  0.0762
93 H 0.67710 0.13411 -0.88935  0.1172
94 H -0.39292 -0.91517 -1.83032  0.1146
95 H -1.86207 0.89640 -1.88711  0.0837

The structure (SMILES) is Cc1ccccc1CNS(=O)(=O)F.CCO.CCO.CCO.CCO.CCO.CCO.CCO.CCO. Its total energy is -2254.3846 a.u. The value obtained for the relative energy (zero: lowest compared OMol25 entry of this formula, charge and spin) is 0.0 kcal/mol. The total charge is 0. Its spin multiplicity is 1. For the highest occupied orbital energy, the calculation gives -8.837 eV.

***

2.
C10H14ErN2P as an isolated structure in a non-equilibrium geometry, computed with the ωB97M-V functional and the def2-TZVPD basis.

Each line ends with the Löwdin charge.
Atoms and positions in Å:
1 C -1.28336 -0.67559 -3.37477  -0.1881
2 C -2.06021 -1.79239 -3.07330  -0.2364
3 C -2.89083 -1.50349 -1.95123  -0.2150
4 C -2.68647 -0.15945 -1.52294  -0.2620
5 C -1.71092 0.43867 -2.31545  -0.2197
6 Er 2.30252 -0.23939 -1.18460  0.6238
7 P 1.47774 1.84940 -2.19939  0.6813
8 H -0.54697 -0.52455 -4.16199  0.0278
9 H -2.03159 -2.74762 -3.59588  0.0673
10 H -3.58183 -2.20094 -1.49205  0.0539
11 H -1.30118 1.44704 -2.27099  -0.0108
12 H -3.21309 0.32017 -0.69799  0.0656
13 H 1.59345 3.15491 -2.75400  -0.0997
14 H 2.35959 1.08299 -3.11996  -0.1370
15 H 2.54669 1.84495 -1.10198  -0.1652
16 N 0.59887 -0.04121 4.71243  0.1366
17 C 0.74253 0.01103 3.36248  -0.2907
18 C 1.90243 0.57555 2.79481  -0.0139
19 C 2.09755 0.48462 1.44038  -0.2019
20 N 1.15367 -0.12730 0.62655  -0.1808
21 C -0.03799 -0.57582 1.16309  -0.0625
22 C -0.26005 -0.52062 2.51504  0.0082
23 H 1.32252 0.29819 5.33128  0.1126
24 H -0.20306 -0.47933 5.14319  0.1141
25 H 2.65782 1.04254 3.43305  0.1215
26 H 2.97952 0.92063 0.92530  0.0328
27 H -0.73817 -0.97177 0.43123  0.1123
28 H -1.18918 -0.91120 2.93771  0.1259

As for the expectation value of S²: 3.87. Its total energy is -1855.0480 a.u. The total charge is 0. Its spin multiplicity is 4. For the highest occupied orbital energy (spin up / spin down), the calculation gives -4.963 / -5.050 eV.

***

3.
A 2-piece molecular cluster, C2H8NO2 overall in a non-equilibrium geometry, computed with the ωB97M-V functional and the def2-TZVPD basis.

Each line ends with the Löwdin charge.
Atoms and positions in Å:
1 C -1.42764 -0.15868 -0.97146  -0.1992
2 N -0.25471 0.39550 -0.32021  -0.1653
3 C 1.03468 -0.33437 -0.60232  -0.5817
4 O 2.06689 0.50645 -0.71365  -0.3586
5 H -1.37710 -0.25725 -2.06953  0.0562
6 H -2.31823 0.38589 -0.66569  0.0528
7 H -1.51995 -1.19947 -0.63276  0.0668
8 H -0.18346 1.38717 -0.49030  0.0806
9 H 0.90305 -0.91955 -1.53432  0.0703
10 H 1.12274 -1.02372 0.27824  0.0786
11 H -0.22075 0.09388 1.79372  0.0068
12 H -1.64949 0.11034 1.91564  -0.0079
13 O -0.90814 -0.24782 2.38711  -0.0993

Its total energy is -286.2148 a.u. The value obtained for the relative energy (zero: lowest compared OMol25 entry of this formula, charge and spin) is 20.4 kcal/mol. The total charge is -1. Its spin multiplicity is 1. For the highest occupied orbital energy, the calculation gives -2.427 eV.

***

4.
A 2-piece molecular cluster, C3H7NS overall in a non-equilibrium geometry, computed with the ωB97M-V functional and the def2-TZVPD basis.

Each line ends with the Löwdin charge.
Atoms and positions in Å:
1 C 1.46913 -0.55385 -0.09794  -0.1285
2 C 0.07108 -0.31799 -0.00892  -0.6277
3 C -0.23060 1.18794 0.00892  -0.1951
4 H 1.86011 -1.62603 -0.49039  0.1093
5 H 2.18490 0.09537 -0.77453  0.1117
6 H 1.79378 -0.68291 1.17967  0.1806
7 H -0.48243 1.44781 -1.08093  0.1072
8 H -0.96126 1.54328 0.60644  -0.0246
9 H 0.79843 1.62560 0.07072  0.0809
10 H -3.24322 -1.37039 0.96737  0.0588
11 N -0.88206 -1.21181 -0.21720  -0.2421
12 S -2.37786 -0.13702 -0.16322  0.5693

Its total energy is -571.2657 a.u. The value obtained for the relative energy (zero: lowest compared OMol25 entry of this formula, charge and spin) is 108.7 kcal/mol. The total charge is 0. Its spin multiplicity is 1. For the highest occupied orbital energy, the calculation gives -8.785 eV.

***

5.
C5H9NO3 in the gas phase in a non-equilibrium geometry, computed with the ωB97M-V functional and the def2-TZVPD basis.

Each line ends with the Löwdin charge.
Atoms and positions in Å:
1 C -1.38879 -0.11528 -0.68653  -0.0335
2 C -0.26296 0.35435 0.21276  -0.4114
3 C -0.55461 1.66165 0.92956  -0.0323
4 C 0.31418 -0.67610 1.12023  -0.1349
5 N 0.71978 -1.88203 0.91851  0.0128
6 O 0.35990 -2.49316 -0.27881  -0.0588
7 C 1.22051 0.40635 -0.52213  -0.4648
8 O 2.16929 1.03917 -0.13837  0.1130
9 O 1.10778 -0.03398 -1.78091  0.1131
10 H -1.16077 -1.04931 -1.18914  0.0705
11 H -2.29100 -0.23752 -0.08887  0.0942
12 H -1.55915 0.62318 -1.46891  0.0899
13 H 0.32842 2.02521 1.45239  0.0863
14 H -1.35110 1.51684 1.65919  0.0916
15 H -0.85853 2.41891 0.20597  0.0931
16 H 0.56595 -0.32821 2.11624  0.1308
17 H 0.71388 -3.39092 -0.19772  0.1022
18 H 1.92723 0.16083 -2.26344  0.1384

The structure (SMILES) is CC(C)(/C=N\O)C(=O)O. Its total energy is -476.3268 a.u. The value obtained for the relative energy (zero: lowest compared OMol25 entry of this formula, charge and spin) is 73.7 kcal/mol. The total charge is 0. Its spin multiplicity is 1. For the highest occupied orbital energy, the calculation gives -9.537 eV.

***

6.
C7H14I2InLiO as an isolated structure in a non-equilibrium geometry, computed with the ωB97M-V functional and the def2-TZVPD basis.

Each line ends with the Löwdin charge.
Atoms and positions in Å:
1 C -2.09350 2.19854 2.50680  -0.0981
2 O -1.92585 2.72408 1.21413  -0.1856
3 C -1.24828 1.84443 0.31414  -0.3734
4 C -2.06499 1.19389 -0.77086  -0.2412
5 C -1.67751 -0.31935 -0.79993  -0.2654
6 In 0.52276 -0.51263 -0.43947  0.4729
7 C 1.27515 -2.56986 -0.65307  -0.9208
8 I -0.16958 -4.04778 -0.32159  0.7517
9 C 2.53584 -2.87001 -0.93547  -0.9718
10 C 3.60071 -1.83470 -1.15442  -0.2147
11 I 3.29642 -4.82409 -1.10278  0.7879
12 H -1.14708 2.09419 3.03340  0.0854
13 H -2.57417 1.22518 2.48706  0.0987
14 H -2.71951 2.87846 3.06297  0.0902
15 H -0.81123 1.08036 0.91627  -0.0231
16 H -0.52000 2.51395 -0.17070  0.0983
17 H -1.92613 1.64908 -1.74043  0.1049
18 H -3.10158 1.38992 -0.51700  0.1134
19 H -1.86353 -0.72178 -1.78817  0.0278
20 H -2.29317 -0.91343 -0.13929  0.0333
21 H 1.43159 0.69194 -1.39173  -0.0543
22 H 0.89598 -0.01756 1.28739  -0.0738
23 H 3.79251 -1.28374 -0.24310  0.0734
24 H 4.50921 -2.28756 -1.51453  0.0297
25 H 3.26696 -1.13773 -1.91294  0.0515
26 Li 1.00898 1.85622 0.77333  0.6030

Its total energy is -1143.2617 a.u. The value obtained for the relative energy (zero: lowest compared OMol25 entry of this formula, charge and spin) is 0.0 kcal/mol. The total charge is 0. Its spin multiplicity is 1. For the highest occupied orbital energy, the calculation gives -8.094 eV.